#a
Computed, not measured: a structure of composition C3H10N2S, with ωB97M-V with the def2-TZVPD basis set.

Output
Net charge ... 0
HOMO level ... -8.37 eV
Frontier orbital gap ... 8.66 eV
Molar mass ... 106.2 g/mol
2S+1 ... 1

Structure (XYZ):
```
16
Properties=species:S:1:pos:R:3:mulliken_charge:R:1
C -0.356 1.661 1.569 -0.77
C 1.570 -1.273 -0.144 -0.93
C -1.236 -0.388 -1.828 -0.87
N -0.880 -1.286 1.204 -0.67
N 0.406 0.783 0.790 -0.39
S -0.103 -0.461 0.171 0.69
H -1.320 1.705 1.078 0.25
H -0.009 2.674 1.804 0.27
H -0.633 1.186 2.511 0.32
H 1.342 -2.146 -0.930 0.28
H 2.145 -0.390 -0.435 0.35
H 1.717 -1.686 0.802 0.36
H -1.975 -1.085 -2.064 0.32
H -1.689 0.631 -1.581 0.25
H -0.343 -0.469 -2.405 0.31
H -1.364 -2.148 0.961 0.22
```


#b
Computed, not measured: an isolated molecule of C3H10N2S, with ωB97M-V with the def2-TZVPD basis set.

Output
Net charge ... 0
HOMO level ... -8.75 eV
Frontier orbital gap ... 9.65 eV
Molar mass ... 106.2 g/mol
2S+1 ... 1

Structure (XYZ):
```
16
Properties=species:S:1:pos:R:3:mulliken_charge:R:1
N -1.475 1.421 0.967 -0.56
C -1.166 0.156 0.297 -0.76
C 0.387 0.000 0.086 0.31
N 0.891 1.000 -0.867 -0.63
C 0.693 -1.397 -0.382 -0.93
S 2.337 -2.000 -0.156 -0.25
H -1.540 1.253 1.964 0.21
H -2.364 1.871 0.796 0.21
H -1.727 0.063 -0.629 0.41
H -1.328 -0.628 1.051 0.34
H 0.757 0.074 1.107 0.28
H 0.239 1.077 -1.628 0.27
H 0.866 1.897 -0.396 0.31
H 0.378 -1.547 -1.416 0.36
H 0.093 -2.053 0.267 0.32
H 2.958 -1.188 -1.062 0.12
```


What should be chosen as the most stable of them? Choose #b.


#a
Computed, not measured: an isolated molecule of C3H10N2S, with ωB97M-V with the def2-TZVPD basis set.

Output
Net charge ... 0
HOMO level ... -9.21 eV
Frontier orbital gap ... 10.09 eV
Molar mass ... 106.2 g/mol
2S+1 ... 1

Structure (XYZ):
```
16
Properties=species:S:1:pos:R:3:mulliken_charge:R:1
N 0.007 2.638 1.264 -0.74
C -0.474 1.818 0.139 -0.65
C -0.271 0.326 0.290 0.04
N -1.356 -0.366 1.017 -0.56
C 0.162 -0.356 -1.036 -0.78
S 1.022 -1.953 -0.928 -0.19
H 0.989 2.379 1.357 0.27
H -0.301 2.191 2.134 0.29
H 0.191 2.136 -0.664 0.35
H -1.470 2.132 -0.172 0.38
H 0.634 0.074 0.868 0.24
H -1.176 -1.348 0.820 0.28
H -2.222 -0.229 0.492 0.29
H 0.703 0.273 -1.736 0.37
H -0.763 -0.563 -1.597 0.35
H 0.479 -2.377 0.217 0.08
```


#b
Computed, not measured: a cluster of 2 separate species, C3H10N2S in total, with ωB97M-V with the def2-TZVPD basis set.

Output
Net charge ... 0
HOMO level ... -8.37 eV
Frontier orbital gap ... 9.20 eV
Molar mass ... 106.2 g/mol
2S+1 ... 1

Structure (XYZ):
```
16
Properties=species:S:1:pos:R:3:mulliken_charge:R:1
H 2.564 2.133 1.261 0.21
N 2.124 1.377 0.750 -0.65
C 1.733 0.389 1.458 0.05
N 1.598 -0.811 0.820 -0.43
H 1.555 0.382 2.535 0.38
H 1.775 -0.700 -0.166 0.26
H 1.087 -1.595 1.179 0.22
C -2.102 -1.026 -0.068 -0.68
S -2.267 -0.161 -1.662 -0.09
C -0.706 0.752 -1.663 -0.65
H -2.029 -0.263 0.703 0.24
H -1.203 -1.634 -0.119 0.16
H -2.996 -1.618 0.087 0.32
H -0.819 1.615 -2.315 0.32
H -0.366 1.042 -0.672 0.13
H 0.050 0.118 -2.130 0.22
```


What should be chosen as the most stable of them? Choose #b.


#a
Computed, not measured: the ion C6H13N2 with charge +1, with ωB97M-V with the def2-TZVPD basis set.

Output
Net charge ... +1
HOMO level ... -12.05 eV
Frontier orbital gap ... 8.54 eV
Molar mass ... 113.2 g/mol
2S+1 ... 1

Structure (XYZ):
```
21
Properties=species:S:1:pos:R:3:mulliken_charge:R:1
C 0.488 -0.624 3.510 -0.16
N 0.575 -1.379 2.517 -0.37
C -0.096 -1.241 1.316 -0.24
C 0.570 -0.698 0.271 -0.38
C 0.076 -0.604 -1.106 -0.95
C -0.534 0.766 -1.431 0.16
C -1.257 0.838 -2.754 -1.45
N 0.479 1.915 -1.237 -0.23
H 1.089 -0.673 4.415 0.26
H -0.114 0.293 3.602 0.21
H -1.043 -1.708 1.081 0.37
H 1.482 -0.169 0.531 0.41
H 0.825 -0.915 -1.847 0.38
H -0.690 -1.375 -1.230 0.42
H -1.250 1.004 -0.640 0.29
H -1.697 1.844 -2.830 0.41
H -2.060 0.138 -2.940 0.39
H -0.600 0.724 -3.626 0.37
H 1.284 1.705 -1.819 0.36
H 0.015 2.727 -1.646 0.37
H 0.662 1.991 -0.237 0.38
```


#b
Computed, not measured: the ion C6H13N2 with charge +1, with ωB97M-V with the def2-TZVPD basis set.

Output
Net charge ... +1
HOMO level (spin up / spin down) ... -12.13 / -12.15 eV
Frontier orbital gap (spin up / spin down) ... 6.84 / 6.87 eV
Molar mass ... 113.2 g/mol
2S+1 ... 1

Structure (XYZ):
```
21
Properties=species:S:1:pos:R:3:mulliken_charge:R:1
C 0.756 -0.501 -0.576 -0.09
C -0.646 1.318 1.376 -0.81
C -0.699 -0.243 1.441 -0.46
C -0.933 1.818 0.019 0.21
C -2.199 1.784 -0.631 -1.05
C 2.382 -2.239 -1.026 -0.86
N 0.388 -0.794 0.669 -0.07
N 1.680 -1.001 -1.362 -0.14
H -1.390 1.722 2.025 0.44
H 0.269 1.787 1.787 0.30
H -0.657 -0.428 2.520 0.36
H -1.625 -0.623 1.066 0.30
H -0.052 2.137 -0.644 0.37
H -2.963 1.599 0.098 0.37
H -2.014 1.258 -1.610 0.31
H -2.381 2.803 -1.023 0.41
H 3.353 -2.322 -1.499 0.33
H 1.931 -3.265 -1.431 0.28
H 2.286 -2.507 -0.023 0.27
H 1.049 -1.437 1.172 0.23
H 1.463 -0.868 -2.348 0.30
```


What should be chosen as the most stable of them? Choose #a.


#a
Computed, not measured: a structure of composition C4H8O4, with ωB97M-V with the def2-TZVPD basis set.

Output
Net charge ... 0
HOMO level ... -8.91 eV
Frontier orbital gap ... 8.93 eV
Molar mass ... 120.1 g/mol
2S+1 ... 1

Structure (XYZ):
```
16
Properties=species:S:1:pos:R:3:mulliken_charge:R:1
C -1.086 -1.073 0.865 0.51
O -1.312 -0.774 2.140 -0.40
O -0.207 -1.950 0.578 -0.48
O -2.140 -0.871 0.053 -0.42
H -1.921 -1.219 -0.824 0.36
H -1.986 -0.082 2.215 0.35
H 0.813 -1.431 0.588 0.12
H -0.106 0.257 0.517 -0.18
C 1.027 0.651 0.481 0.63
C 1.309 1.063 -0.941 -0.14
C 0.394 1.087 -1.901 -0.63
O 1.397 1.337 1.440 -0.62
H 1.505 -0.610 0.522 0.13
H 2.328 1.392 -1.117 0.35
H 0.623 1.421 -2.906 0.26
H -0.636 0.800 -1.711 0.17
```


#b
Computed, not measured: a cluster of 2 separate species, C4H8O4 in total, with ωB97M-V with the def2-TZVPD basis set.

Output
Net charge ... 0
HOMO level ... -9.94 eV
Frontier orbital gap ... 10.46 eV
Molar mass ... 120.1 g/mol
2S+1 ... 1

Structure (XYZ):
```
16
Properties=species:S:1:pos:R:3:mulliken_charge:R:1
C 3.396 -0.535 0.196 -1.05
C 2.052 0.076 -0.191 0.79
O 0.961 -0.539 -0.238 -0.56
O 1.989 1.428 -0.255 -0.45
H 3.394 -1.570 0.406 0.36
H 4.446 -0.603 -0.455 0.29
H 3.869 -0.030 1.159 0.26
H 1.078 1.423 -0.499 0.34
C -1.404 -0.368 1.173 -0.76
C -2.175 -0.216 -0.010 0.68
O -2.099 -0.936 -1.008 -0.58
O -2.936 0.871 0.102 -0.48
H -0.599 -1.051 1.103 0.29
H -1.011 0.689 1.392 0.22
H -2.359 -0.414 1.890 0.30
H -3.356 1.223 -0.810 0.37
```


What should be chosen as the most stable of them? Choose #b.


#a
Computed, not measured: a cluster of 2 separate species, C4H8O4 in total, with ωB97M-V with the def2-TZVPD basis set.

Output
Net charge ... 0
HOMO level ... -10.33 eV
Frontier orbital gap ... 10.75 eV
Molar mass ... 120.1 g/mol
2S+1 ... 1

Structure (XYZ):
```
16
Properties=species:S:1:pos:R:3:mulliken_charge:R:1
C 1.802 1.235 -0.109 -1.22
C 0.349 1.676 -0.363 0.26
O 0.139 2.054 -1.694 -0.56
C -0.532 0.490 -0.002 0.53
O -0.949 -0.282 -0.833 -0.60
O -0.717 0.363 1.297 -0.45
H 2.032 0.355 -0.707 0.29
H 1.942 0.999 0.943 0.36
H 2.475 2.037 -0.395 0.32
H 0.106 2.533 0.272 0.30
H -0.110 1.257 -2.184 0.34
H -1.157 -0.490 1.515 0.48
C -1.347 -3.060 0.560 -0.03
O -1.221 -2.328 1.498 -0.48
H -1.984 -2.814 -0.300 0.21
H -0.828 -4.026 0.502 0.26
```


#b
Computed, not measured: an isolated molecule of C4H8O4, with ωB97M-V with the def2-TZVPD basis set.

Output
Net charge ... 0
HOMO level ... -9.10 eV
Frontier orbital gap ... 9.67 eV
Molar mass ... 120.1 g/mol
2S+1 ... 1

Structure (XYZ):
```
16
Properties=species:S:1:pos:R:3:mulliken_charge:R:1
O -2.514 -0.284 0.029 -0.53
C -1.330 -0.153 0.799 -0.70
C -0.092 -0.363 -0.027 0.89
O -0.123 -1.431 -0.881 -0.60
C 1.235 -0.014 0.624 -0.65
O 2.345 -0.774 0.338 -0.55
C 0.686 0.885 -0.490 0.01
O 0.040 2.070 -0.266 -0.51
H -2.519 0.467 -0.542 0.34
H -1.415 -1.003 1.524 0.31
H -1.269 0.803 1.365 0.33
H -1.056 -1.813 -0.865 0.37
H 1.234 0.318 1.674 0.36
H 2.134 -1.085 -0.544 0.35
H 1.344 0.666 -1.357 0.27
H 0.583 2.868 -0.450 0.32
```


What should be chosen as the most stable of them? Choose #a.


#a
Computed, not measured: a structure of composition C4H8O4, with ωB97M-V with the def2-TZVPD basis set.

Output
Net charge ... 0
HOMO level ... -8.87 eV
Frontier orbital gap ... 8.42 eV
Molar mass ... 120.1 g/mol
2S+1 ... 1

Structure (XYZ):
```
16
Properties=species:S:1:pos:R:3:mulliken_charge:R:1
C 0.647 0.049 -0.919 0.24
C -0.174 1.141 0.092 -0.24
C -1.090 -0.001 0.388 -0.35
C -0.051 -0.973 0.069 0.07
H 2.806 0.510 -0.468 0.37
H 0.224 -0.240 -1.957 0.22
H -0.827 1.972 -0.465 0.16
H 0.365 0.585 1.720 0.40
H -1.585 0.189 1.303 0.46
H -2.360 0.674 -1.626 0.32
H -0.397 -1.981 -0.368 0.39
H 1.551 -1.933 1.247 0.38
O 2.016 -0.037 -0.961 -0.62
O 0.575 1.445 1.127 -0.51
O -2.268 -0.229 -0.438 -0.62
O 0.568 -1.172 1.255 -0.67
```


#b
Computed, not measured: a cluster of 2 separate species, C4H8O4 in total, with ωB97M-V with the def2-TZVPD basis set.

Output
Net charge ... 0
HOMO level ... -10.18 eV
Frontier orbital gap ... 10.83 eV
Molar mass ... 120.1 g/mol
2S+1 ... 1

Structure (XYZ):
```
16
Properties=species:S:1:pos:R:3:mulliken_charge:R:1
C 0.966 1.405 -0.614 -0.78
C 0.065 1.638 0.558 0.71
O -0.437 0.778 1.241 -0.56
O -0.144 2.939 0.794 -0.46
H 1.757 0.716 -0.322 0.24
H 1.387 2.341 -0.963 0.31
H 0.389 0.927 -1.406 0.23
H -0.732 3.051 1.558 0.35
O 1.154 -1.661 0.334 -0.58
C -0.014 -1.753 0.702 0.16
C -1.048 -1.704 -0.379 -0.34
O -0.409 -1.525 -1.588 -0.58
H -0.329 -1.866 1.743 0.37
H -1.827 -0.966 -0.169 0.29
H -1.404 -2.773 -0.232 0.26
H 0.626 -1.547 -1.259 0.40
```


What should be chosen as the most stable of them? Choose #b.


#a
Computed, not measured: a cluster of 2 separate species, C3H11N2 in total, with ωB97M-V with the def2-TZVPD basis set.

Output
Net charge ... +1
HOMO level ... -14.30 eV
Frontier orbital gap ... 10.75 eV
Molar mass ... 75.1 g/mol
2S+1 ... 1

Structure (XYZ):
```
16
Properties=species:S:1:pos:R:3:mulliken_charge:R:1
C 0.462 -2.313 -0.614 -0.68
N 0.551 -1.379 0.593 -0.28
H 0.450 -1.674 -1.489 0.30
H 1.431 -2.826 -0.525 0.34
H -0.408 -2.986 -0.580 0.30
H 0.036 -1.502 1.472 0.38
H -0.014 -0.523 0.276 0.30
H 1.534 -1.473 0.916 0.37
C 0.254 1.816 -0.652 -1.04
C -1.394 1.711 0.937 -0.21
N -0.204 1.345 0.667 -0.50
H -0.438 1.736 -1.500 0.39
H 1.240 1.445 -0.964 0.33
H 0.368 2.914 -0.557 0.42
H -1.923 1.452 1.834 0.30
H -1.942 2.256 0.184 0.28
```


#b
Computed, not measured: the ion C3H11N2 with charge +1, with ωB97M-V with the def2-TZVPD basis set.

Output
Net charge ... +1
HOMO level ... -14.64 eV
Frontier orbital gap ... 11.52 eV
Molar mass ... 75.1 g/mol
2S+1 ... 1

Structure (XYZ):
```
16
Properties=species:S:1:pos:R:3:mulliken_charge:R:1
C -1.848 -0.913 0.124 -0.85
N -0.878 0.081 0.604 -0.10
C -0.111 0.887 -0.391 -0.67
C 1.258 0.228 -0.696 -0.49
N 1.889 0.009 0.609 -0.58
H -2.674 -0.380 -0.337 0.35
H -1.387 -1.576 -0.613 0.35
H -2.121 -1.603 0.917 0.34
H -0.095 -0.314 1.170 0.41
H -1.374 0.799 1.141 0.36
H -0.710 0.996 -1.294 0.34
H 0.159 1.858 0.016 0.37
H 1.151 -0.692 -1.270 0.35
H 1.743 0.978 -1.311 0.34
H 2.730 0.574 0.688 0.25
H 2.269 -0.932 0.643 0.22
```


What should be chosen as the most stable of them? Choose #b.


#a
Computed, not measured: a cluster of 2 separate species, C3H11N2 in total, with ωB97M-V with the def2-TZVPD basis set.

Output
Net charge ... +1
HOMO level ... -13.75 eV
Frontier orbital gap ... 10.57 eV
Molar mass ... 75.1 g/mol
2S+1 ... 1

Structure (XYZ):
```
16
Properties=species:S:1:pos:R:3:mulliken_charge:R:1
C 1.156 0.584 -2.324 -1.18
C 0.307 -0.087 -1.297 0.00
C -0.585 0.537 -0.553 -0.29
N -1.371 -0.169 0.457 -0.40
H 1.011 1.659 -2.359 0.33
H 2.209 0.396 -2.114 0.32
H 0.946 0.173 -3.314 0.31
H 0.450 -1.157 -1.207 0.30
H -0.766 1.598 -0.624 0.28
H -2.192 0.371 0.721 0.34
H -1.719 -1.055 0.097 0.37
N 0.129 -0.589 2.552 -0.83
H 0.497 0.315 2.832 0.32
H 0.919 -1.193 2.334 0.31
H -0.336 -0.992 3.364 0.31
H -0.657 -0.394 1.434 0.49
```


#b
Computed, not measured: the ion C3H11N2 with charge +1, with ωB97M-V with the def2-TZVPD basis set.

Output
Net charge ... +1
HOMO level ... -15.10 eV
Frontier orbital gap ... 12.01 eV
Molar mass ... 75.1 g/mol
2S+1 ... 1

Structure (XYZ):
```
16
Properties=species:S:1:pos:R:3:mulliken_charge:R:1
C -1.346 0.097 1.148 -0.89
N -0.706 0.919 0.056 -0.20
C -0.332 0.034 -1.158 -0.67
C 0.907 -0.711 -0.686 -0.40
N 1.562 -0.074 0.501 -0.62
H -2.417 0.037 0.973 0.37
H -1.002 -0.937 1.000 0.32
H -0.889 0.387 2.090 0.36
H 0.243 1.083 0.479 0.45
H -1.374 1.641 -0.183 0.33
H -1.273 -0.497 -1.296 0.37
H -0.146 0.664 -2.023 0.36
H 0.883 -1.795 -0.595 0.39
H 1.599 -0.529 -1.503 0.34
H 2.320 0.476 0.122 0.24
H 1.971 -0.795 1.075 0.23
```


What should be chosen as the most stable of them? Choose #a.